No. 1
# C23H25CuN5O2S2

A molecular structure, C23H25CuN5O2S2 (ωB97M-V with the def2-TZVPD basis set, the Open Molecules 2025 dataset).

Structure (XYZ):
```
58
Properties=species:S:1:pos:R:3:forces:R:3
Cu 0.66766 0.16138 -0.10531 0.1 0.5 -0.3
C -0.67118 3.92981 4.37160 0.0 -0.1 0.0
C -0.82498 2.41128 4.39460 0.1 0.1 0.0
N 0.36120 1.74441 3.88903 0.0 0.0 0.1
C 0.58047 1.42811 2.59496 0.1 -0.1 -0.3
S -0.72193 1.38834 1.47136 -0.2 0.0 -0.2
N 1.85117 1.16661 2.31097 0.4 0.2 0.7
N 2.09235 0.85818 1.04232 -0.1 -0.1 -0.3
C 3.29255 0.70689 0.59227 0.0 0.2 0.7
C 4.51008 0.78607 1.45700 -0.1 0.1 -0.1
C 3.38468 0.55187 -0.85973 0.0 0.0 -0.5
C 4.58229 0.56140 -1.56923 0.0 0.0 0.2
C 4.53907 0.55630 -2.95417 -0.1 0.0 -0.1
C 3.31282 0.53561 -3.60132 0.1 0.0 0.0
C 2.16318 0.47329 -2.82783 0.0 -0.1 -0.1
N 2.20953 0.47522 -1.50664 -0.1 -0.1 0.3
H -1.55549 4.41336 4.78794 0.0 0.0 0.0
H 0.19514 4.23760 4.95976 0.0 0.0 0.0
H -0.52891 4.26942 3.34546 0.0 0.0 0.0
H -0.99968 2.06127 5.41372 0.0 0.0 0.0
H -1.66250 2.10446 3.77303 0.0 0.0 0.1
H 1.21143 1.86686 4.42016 0.0 -0.1 0.0
H 4.20740 0.82208 2.49892 0.0 0.0 0.0
H 5.14661 -0.08495 1.29293 0.0 0.0 0.0
H 5.08950 1.68292 1.22552 0.0 0.0 0.0
H 5.52954 0.58616 -1.04946 0.0 0.0 0.0
H 5.45892 0.57785 -3.52368 0.0 0.0 0.0
H 3.24388 0.56706 -4.67891 0.0 0.0 0.0
H 1.17323 0.42658 -3.26248 0.0 0.0 0.0
C -1.09143 -2.65973 2.55393 0.1 0.0 0.0
C -0.50935 -2.18518 1.24413 0.1 0.0 0.3
O 0.46120 -1.42592 1.29698 -0.1 -0.3 0.0
C -1.07152 -2.66154 -0.00705 0.0 0.1 -0.4
C -1.79298 -3.87053 -0.02674 0.1 0.1 0.1
C -2.17039 -4.47803 -1.19706 -0.1 -0.2 0.0
C -1.80295 -3.88994 -2.41423 0.0 0.1 0.1
C -1.15671 -2.68249 -2.43512 0.1 0.0 0.0
C -0.81726 -1.98705 -1.24248 -0.2 -0.1 -0.1
O -0.35553 -0.78356 -1.36804 -0.1 -0.1 -0.1
H -0.71569 -2.01371 3.34382 0.0 0.0 0.0
H -0.78256 -3.68465 2.76635 0.0 0.0 0.0
H -2.17959 -2.62053 2.52918 0.0 -0.1 0.0
H -2.01090 -4.35907 0.91438 0.0 0.0 0.0
H -2.71002 -5.41521 -1.18231 0.0 0.0 0.0
H -2.02470 -4.39600 -3.34630 0.0 0.0 0.0
H -0.86841 -2.21999 -3.37031 -0.1 0.1 0.0
S -0.64456 2.69872 -2.42285 0.2 0.1 0.0
C -1.94109 1.65736 -2.31925 0.0 0.3 0.0
N -2.69080 1.62575 -1.17640 0.1 -0.3 -0.1
C -3.76017 0.81628 -0.98994 -0.2 -0.1 0.1
C -4.18339 -0.01007 -1.97734 0.0 -0.1 0.0
C -3.45629 -0.02332 -3.19285 0.1 0.1 0.1
C -2.37811 0.78918 -3.35987 -0.1 -0.2 0.0
H -2.33400 2.17627 -0.40528 0.0 0.1 0.0
H -4.24336 0.88149 -0.02551 0.0 0.0 0.0
H -5.04336 -0.64592 -1.83437 0.0 0.0 0.1
H -3.76002 -0.69583 -3.98413 0.0 0.0 0.0
H -1.80412 0.79783 -4.27416 0.0 0.0 0.0
```
Positions in Å, forces in eV/Å.

Results
E_HOMO (alpha / beta)   -0.2717 / -0.2713 hartree
Multiplicity   2
Expectation value of S²   0.753
Energy above the lowest of the compared OMol25 structures with the same formula, charge and spin   0.00 kJ/mol
Kohn-Sham gap (alpha / beta)   7.25 / 7.28 eV
Maximum force   0.016 hartree/bohr
Net charge   0

List of Mulliken charges in e, atom by atom: Cu -0.917; C -1.028; C -0.545; N -0.163; C 0.338; S -0.373; N -1.205; N 1.301; C 1.131; C -1.703; C 0.694; C -0.864; C -0.358; C -0.893; C -0.025; N 0.023; H 0.385; H 0.311; H 0.243; H 0.357; H 0.290; H 0.267; H 0.377; H 0.393; H 0.346; H 0.407; H 0.402; H 0.431; H 0.368; C -1.648; C 1.117; O -0.475; C 0.248; C -0.609; C -0.936; C -0.479; C -0.627; C 0.299; O 0.303; H 0.323; H 0.419; H 0.423; H 0.354; H 0.386; H 0.415; H 0.432; S -0.327; C 0.297; N -0.032; C -0.252; C -0.647; C -0.070; C -0.773; H 0.248; H 0.419; H 0.410; H 0.397; H 0.396



No. 2
# C23H25N3O

A single C23H25N3O molecule (ωB97M-V with the def2-TZVPD basis set, the Open Molecules 2025 dataset).

Structure (XYZ):
```
52
Properties=species:S:1:pos:R:3:forces:R:3
C -7.79331 -0.30480 1.28658 -0.1 -0.1 -0.2
C -7.15373 -0.01760 -0.05730 -0.2 0.0 0.3
O -7.71799 -0.28142 -1.10235 -0.2 -0.2 -0.2
N -5.93566 0.57493 -0.03914 0.3 0.2 -0.2
C -5.10329 0.82963 1.11001 0.2 -0.2 0.3
C -3.84748 -0.05266 1.05690 -0.1 0.3 0.1
N -3.14201 0.22134 -0.17345 -0.2 0.1 0.1
C -1.78264 -0.12628 -0.26162 0.3 -0.1 0.1
C -1.01159 0.42445 -1.28790 0.1 -0.1 0.0
C 0.33235 0.14975 -1.39512 0.0 0.0 0.0
C 0.97486 -0.68389 -0.47468 -0.3 -0.1 0.1
N 2.30871 -0.98665 -0.64113 0.5 0.1 -0.2
C 3.13686 -1.45590 0.45410 -0.1 -0.1 0.0
C 4.58563 -1.16307 0.17771 0.0 -0.4 0.0
C 5.45583 -2.19035 -0.08182 -0.3 0.2 0.1
C 6.80773 -1.94975 -0.36411 0.3 0.2 -0.1
C 7.28410 -0.67090 -0.39333 0.0 -0.3 0.0
C 6.42687 0.41915 -0.13557 -0.3 0.0 0.0
C 6.90415 1.74632 -0.16395 0.0 0.2 0.0
C 6.07005 2.79847 0.08659 0.3 0.0 -0.1
C 4.71946 2.56493 0.38257 -0.2 -0.1 0.0
C 4.22512 1.29068 0.41824 -0.1 0.2 0.1
C 5.05690 0.17853 0.15761 0.3 0.0 -0.1
C 0.21058 -1.22334 0.55803 0.4 0.1 -0.1
C -1.14220 -0.95256 0.65687 -0.4 0.1 -0.1
C -3.97589 -0.07353 -1.32447 -0.2 0.2 -0.1
C -5.22701 0.80280 -1.28168 0.0 -0.2 -0.4
H -8.77636 -0.72946 1.10237 0.0 0.0 0.0
H -7.90548 0.60895 1.86556 0.0 0.0 0.1
H -7.20177 -1.02104 1.85249 0.0 0.0 0.1
H -5.64464 0.64914 2.03588 0.0 0.0 0.0
H -4.79075 1.88055 1.08228 0.0 -0.1 0.1
H -3.20346 0.19815 1.90155 0.0 -0.1 0.0
H -4.15137 -1.11172 1.13687 0.0 0.0 0.0
H -1.47232 1.09068 -2.00185 0.0 0.1 0.0
H 0.90782 0.58836 -2.19896 0.0 0.1 -0.1
H 2.79140 -0.41318 -1.31662 0.0 0.0 0.1
H 2.83609 -0.98109 1.40053 0.0 0.0 -0.1
H 2.99904 -2.53874 0.56808 0.1 0.1 0.1
H 5.09617 -3.20917 -0.06956 -0.1 -0.1 0.0
H 7.46331 -2.78494 -0.56146 0.1 0.0 0.0
H 8.32292 -0.47250 -0.61471 0.1 0.0 0.0
H 7.94804 1.91313 -0.38895 0.1 0.0 0.0
H 6.44265 3.81194 0.06184 0.1 0.1 0.0
H 4.06779 3.40256 0.58425 -0.1 0.0 0.0
H 3.18226 1.13828 0.65105 -0.1 0.0 0.0
H 0.66602 -1.87863 1.28434 0.1 -0.1 0.1
H -1.69655 -1.40949 1.46248 -0.1 0.0 0.1
H -3.41968 0.11773 -2.24082 0.0 0.0 0.0
H -4.28565 -1.13323 -1.32241 0.0 0.0 0.0
H -5.90094 0.55708 -2.10321 0.1 0.1 0.1
H -4.94096 1.85835 -1.33861 0.0 0.0 0.0
```
Positions in Å, forces in eV/Å.

Results
E_HOMO   -0.2654 hartree
Energy above the lowest of the compared OMol25 structures with the same formula, charge and spin   0.00 kJ/mol
Kohn-Sham gap   7.64 eV
Maximum force   0.010 hartree/bohr
Net charge   0

List of Mulliken charges in e, atom by atom: C -1.371; C 1.131; O -0.655; N 0.139; C -1.265; C -0.738; N 0.226; C -0.072; C -0.465; C -0.888; C 0.697; N -0.231; C -0.900; C 0.503; C -0.668; C -0.723; C -0.889; C 1.003; C -0.787; C -0.534; C -0.798; C -0.602; C 0.715; C -0.477; C -0.362; C -0.587; C -0.985; H 0.336; H 0.350; H 0.322; H 0.514; H 0.244; H 0.574; H 0.362; H 0.453; H 0.317; H 0.295; H 0.413; H 0.465; H 0.381; H 0.398; H 0.387; H 0.368; H 0.388; H 0.405; H 0.339; H 0.415; H 0.418; H 0.475; H 0.218; H 0.446; H 0.300



No. 3
# C23H25N3O3S

A single C23H25N3O3S molecule (ωB97M-V with the def2-TZVPD basis set, the Open Molecules 2025 dataset).

Structure (XYZ):
```
55
Properties=species:S:1:pos:R:3:forces:R:3
C -1.99158 -3.58290 -0.17028 0.0 0.0 -0.1
O -1.16429 -2.90362 0.73949 0.1 0.1 0.3
C 0.01582 -2.41939 0.14078 0.0 0.1 -0.1
C 0.91752 -1.88382 1.26052 -0.3 -0.6 0.1
C 1.63344 -3.00663 2.00299 0.0 0.1 -0.1
N 1.86092 -0.89876 0.73876 0.2 -0.1 -0.2
C 1.86519 0.39487 1.17327 0.2 0.8 0.1
S 0.68405 0.88021 2.39753 -0.3 0.1 0.4
C 0.58052 2.65485 2.00565 0.3 -0.3 -0.1
C -0.14027 2.85855 0.68089 0.4 0.2 0.2
O 0.45880 3.31302 -0.27537 0.2 0.1 -0.1
N -1.44001 2.50526 0.61358 -0.5 -0.1 -0.3
C -2.28183 1.99483 1.66912 -0.1 -0.4 0.2
C -2.68385 0.55282 1.36022 0.1 0.2 0.1
C -3.22435 0.43120 -0.03554 0.0 0.0 0.0
C -4.00205 -0.66547 -0.38823 0.0 0.0 -0.1
C -4.48770 -0.80630 -1.67397 0.0 -0.1 0.0
C -4.20159 0.15875 -2.62651 0.0 0.0 -0.1
C -3.43326 1.25451 -2.28332 0.0 0.0 0.1
C -2.93755 1.39933 -0.99253 0.0 -0.1 0.0
C -2.12703 2.62278 -0.65593 0.1 0.2 -0.3
N 2.66273 1.31383 0.78167 -0.2 0.2 0.3
C 3.58195 1.02737 -0.18496 0.2 -0.6 -0.4
C 4.44453 2.03006 -0.63804 0.1 -0.1 -0.1
C 5.37226 1.73766 -1.61057 -0.1 0.1 0.1
C 5.46295 0.45349 -2.14900 0.0 -0.2 -0.1
C 4.61730 -0.54110 -1.71431 0.0 0.0 0.0
C 3.66808 -0.26470 -0.72779 0.2 0.5 0.0
C 2.76222 -1.30499 -0.25985 0.1 0.1 0.0
O 2.75261 -2.44551 -0.67697 0.0 -0.1 -0.1
H -2.85969 -3.92026 0.39219 -0.1 0.0 -0.1
H -1.47688 -4.44945 -0.60252 0.0 0.0 0.0
H -2.31430 -2.92149 -0.98364 0.0 0.0 0.0
H 0.52641 -3.21701 -0.41225 -0.1 0.1 0.1
H -0.22490 -1.60860 -0.56790 0.0 -0.1 0.1
H 0.26334 -1.36731 1.97040 0.1 -0.1 -0.2
H 0.88681 -3.69349 2.39037 -0.1 -0.1 0.1
H 2.29754 -3.54188 1.33037 0.0 0.0 0.0
H 2.21026 -2.60256 2.83196 0.0 0.0 0.1
H 0.07668 3.13165 2.84440 0.0 -0.1 0.0
H 1.59914 3.02555 1.90205 -0.2 0.1 0.0
H -1.77899 2.04352 2.63287 -0.1 0.1 0.0
H -3.18199 2.62129 1.71336 0.1 0.0 0.1
H -3.42863 0.21532 2.08296 0.0 0.0 0.0
H -1.81291 -0.10046 1.46175 0.0 0.0 0.1
H -4.22257 -1.41146 0.36110 0.0 -0.1 0.1
H -5.08959 -1.66450 -1.93410 -0.1 -0.1 0.0
H -4.57695 0.05656 -3.63368 0.0 0.0 -0.1
H -3.20847 2.01130 -3.02108 0.0 0.1 -0.1
H -1.36980 2.80568 -1.42326 -0.2 0.0 0.1
H -2.79388 3.49800 -0.62931 0.1 0.0 0.0
H 4.35383 3.01793 -0.21641 0.0 0.1 0.1
H 6.03881 2.51046 -1.96448 0.0 0.1 0.0
H 6.19826 0.24328 -2.91099 0.1 0.0 -0.1
H 4.66294 -1.54232 -2.11543 0.0 -0.1 0.0
```
Positions in Å, forces in eV/Å.

Results
E_HOMO   -0.3054 hartree
Energy above the lowest of the compared OMol25 structures with the same formula, charge and spin   40.18 kJ/mol
Kohn-Sham gap   8.80 eV
Maximum force   0.016 hartree/bohr
Net charge   0

List of Mulliken charges in e, atom by atom: C -0.787; O -0.308; C -1.015; C -0.019; C -1.861; N 0.360; C 0.741; S -0.202; C -1.039; C 0.802; O -0.675; N 0.240; C -1.394; C 0.259; C 0.946; C -0.855; C -0.619; C -0.558; C -0.772; C 0.839; C -1.482; N -0.359; C -0.099; C -0.496; C -0.343; C -0.629; C -0.607; C 0.174; C 0.792; O -0.665; H 0.262; H 0.331; H 0.305; H 0.762; H 0.398; H 0.155; H 0.425; H 0.379; H 0.399; H 0.578; H 0.463; H 0.565; H 0.359; H 0.516; H -0.535; H 0.432; H 0.421; H 0.409; H 0.449; H 0.518; H 0.299; H 0.466; H 0.399; H 0.409; H 0.468



No. 4
# C23H25N3O4

A single C23H25N3O4 molecule (ωB97M-V with the def2-TZVPD basis set, the Open Molecules 2025 dataset).

Structure (XYZ):
```
55
Properties=species:S:1:pos:R:3:forces:R:3
C 2.94104 0.19767 -5.42631 0.3 0.1 0.1
C 3.98360 0.72361 -4.44298 -0.2 -0.1 -0.1
C 4.50115 -0.39266 -3.51974 0.0 0.1 0.0
C 3.67511 -0.50397 -2.24329 0.0 -0.4 -0.1
N 3.74723 0.73409 -1.49262 -0.1 0.0 0.4
C 3.44209 0.80309 -0.19530 0.0 -0.4 0.0
C 3.06213 -0.10262 0.80355 0.1 0.0 -0.4
N 2.84162 -1.43596 0.86235 0.2 0.0 -0.3
C 2.21917 -2.01032 2.04538 -0.2 -0.1 0.1
C 0.71597 -1.90070 1.98077 0.0 0.0 0.1
C -0.02564 -2.80987 1.23504 0.0 0.1 0.1
C -1.39650 -2.67801 1.13680 -0.1 0.0 0.0
C -2.05211 -1.62558 1.76979 0.3 -0.2 0.0
C -3.53682 -1.55748 1.63344 0.0 0.2 0.1
O -4.21757 -2.54694 1.44462 -0.1 -0.3 -0.1
N -4.07016 -0.31558 1.74844 0.0 0.3 0.2
C -5.48891 -0.07682 1.56291 0.0 0.1 -0.1
C -5.77787 0.53180 0.23001 -0.1 -0.8 -0.3
C -5.90968 -0.02762 -1.00689 0.0 0.2 0.7
C -6.13140 1.04498 -1.90484 0.0 0.5 0.2
C -6.11381 2.17428 -1.14802 -0.1 -0.2 -0.9
O -5.89616 1.87646 0.14385 0.1 0.1 0.5
C -1.31066 -0.72100 2.52414 -0.2 -0.1 -0.1
C 0.06175 -0.85803 2.62483 0.1 0.0 0.0
C 3.04060 0.94198 1.83256 -0.1 -0.1 0.6
O 2.82142 0.96495 3.02525 0.1 0.0 -0.2
C 3.39519 1.93534 0.75076 0.0 0.8 -0.2
O 3.52164 3.13431 0.64095 0.0 -0.4 0.1
C 4.06937 1.93768 -2.23454 0.0 0.6 -0.3
C 3.40139 1.87201 -3.60271 0.3 0.0 0.1
H 3.37563 -0.55340 -6.08195 0.0 -0.1 -0.1
H 2.56117 1.00946 -6.04197 -0.1 0.1 -0.1
H 2.10240 -0.25074 -4.89780 -0.1 -0.1 0.1
H 4.83287 1.10251 -5.02014 0.0 0.0 0.1
H 5.53830 -0.19738 -3.24302 0.0 -0.1 0.0
H 4.47629 -1.34883 -4.04386 0.1 0.0 0.0
H 2.62996 -0.73232 -2.49600 0.0 -0.1 0.0
H 4.06552 -1.31665 -1.62281 -0.1 0.0 -0.1
H 2.63971 -1.91577 -0.00497 0.1 0.1 0.1
H 2.59869 -1.46867 2.91215 0.0 -0.1 0.0
H 2.52595 -3.05830 2.10746 0.0 0.1 0.1
H 0.47192 -3.63355 0.74135 0.0 -0.1 0.0
H -1.98535 -3.38708 0.57477 -0.1 -0.1 0.0
H -3.46456 0.48916 1.76215 0.0 -0.1 0.0
H -5.97417 -1.05301 1.63974 0.0 0.2 0.0
H -5.84946 0.58694 2.35390 -0.1 -0.1 -0.1
H -5.85866 -1.07125 -1.23926 0.0 -0.3 0.0
H -6.28475 0.97962 -2.96234 0.0 0.1 -0.2
H -6.24086 3.20885 -1.39783 0.0 0.2 0.1
H -1.79890 0.07717 3.06398 -0.1 0.1 0.1
H 0.63468 -0.15443 3.21048 0.1 0.1 0.1
H 3.72128 2.79980 -1.66508 0.1 -0.1 0.0
H 5.15659 2.02658 -2.35187 -0.1 0.1 0.0
H 3.53140 2.82224 -4.11975 -0.1 0.0 0.0
H 2.32973 1.71872 -3.45830 -0.1 0.0 0.0
```
Positions in Å, forces in eV/Å.

Results
E_HOMO   -0.2869 hartree
Energy above the lowest of the compared OMol25 structures with the same formula, charge and spin   336.18 kJ/mol
Kohn-Sham gap   8.14 eV
Maximum force   0.018 hartree/bohr
Net charge   0

List of Mulliken charges in e, atom by atom: C -1.634; C 0.605; C -1.196; C -0.726; N 0.112; C 0.600; C 0.445; N -0.132; C -1.904; C 0.969; C -0.405; C -0.826; C 0.743; C 0.325; O -0.666; N -0.165; C -0.972; C 0.412; C -0.304; C -0.469; C -0.435; O -0.346; C -0.608; C -0.662; C 0.288; O -0.686; C -0.091; O -0.670; C -0.781; C -1.020; H 0.430; H 0.417; H 0.319; H 0.282; H 0.371; H 0.451; H 0.361; H 0.561; H 0.277; H 0.608; H 0.455; H 0.426; H 0.444; H 0.248; H 0.394; H 0.308; H 0.517; H 0.412; H 0.459; H 0.463; H 0.483; H 0.537; H 0.227; H 0.461; H 0.287